Here is one molecule with the formula C7H8O at a distorted geometry from OMol25. Energies are from wB97M-V/def2-TZVPD.

Each line ends with the Löwdin charge.
Element x y z (Å)
C (-0.9820, 0.4252, -1.5887)  0.16
C (-1.7782, 0.7704, -0.4146)  -0.45
C (-1.0771, -0.0477, 0.7565)  -0.05
C (0.9369, 1.1343, -0.1258)  0.01
C (0.3330, 0.3448, -1.2610)  -0.24
C (0.3420, -0.1456, 0.2624)  -0.42
C (1.0499, -1.4004, 0.5174)  -0.02
O (-2.7727, 1.4298, -0.2891)  0.08
H (-1.1869, 0.6652, 1.7224)  0.17
H (-1.6406, -0.9684, 0.9794)  0.12
H (1.9310, 1.3992, -0.3479)  0.12
H (0.2960, 1.9244, 0.0380)  0.10
H (0.9861, -0.2710, -1.8520)  0.12
H (0.2543, -2.1641, 0.3636)  0.10
H (1.5242, -1.5589, 1.5197)  0.11
H (1.7842, -1.5372, -0.2804)  0.09

relative energy (zero: lowest compared OMol25 entry of this formula, charge and spin): 477.08 kJ/mol
lowest unoccupied orbital energy (spin up / spin down): -0.7 / -0.7 eV
DFT total energy: -346.59380 hartree
frontier orbital gap (spin up / spin down): 7.70 / 7.70 eV
multiplicity: 1


Here is C14H17AsF6N3O2V as an isolated structure at a distorted geometry from OMol25. Energies are from wB97M-V/def2-TZVPD.

Each line ends with the Löwdin charge.
Element x y z (Å)
O (1.4769, -0.0259, -2.1522)  -0.35
V (0.3978, 0.8126, -1.3993)  0.81
O (0.4509, 2.3619, -1.9012)  -0.33
As (-2.3064, 1.8342, 1.1494)  0.93
F (-1.0133, 2.8373, 1.8932)  -0.27
F (-1.1115, 1.1301, -0.0515)  -0.35
F (-3.7632, 0.8465, 0.5105)  -0.31
F (-3.4240, 2.6045, 2.2902)  -0.27
F (-2.5800, 3.0697, 0.0143)  -0.21
F (-2.0212, 0.4566, 2.2605)  -0.27
N (-1.2964, 0.1594, -3.0097)  0.02
C (-0.9469, -0.1184, -4.2772)  -0.10
C (-1.8872, -0.3685, -5.3269)  -0.04
C (-3.2564, -0.3006, -5.0728)  -0.07
C (-3.6374, -0.2334, -3.7392)  -0.05
C (-2.6489, -0.0053, -2.7177)  -0.05
H (0.1135, -0.2318, -4.4479)  0.11
H (-1.4901, -0.4842, -6.3246)  0.10
H (-4.0218, -0.6694, -5.7396)  0.11
H (-4.6916, -0.2613, -3.5061)  0.10
H (-3.1306, 0.1027, -1.7572)  0.09
N (1.8169, 1.2614, 0.4509)  0.03
C (2.8358, 0.4493, 0.8943)  -0.10
C (3.5628, 0.6971, 2.0527)  -0.08
C (3.3587, 1.8036, 2.7962)  -0.07
C (2.4086, 2.7524, 2.3738)  -0.02
C (1.6221, 2.4154, 1.2483)  -0.07
H (3.0444, -0.4303, 0.3034)  0.10
H (4.4077, 0.0490, 2.2327)  0.11
H (3.8535, 2.0713, 3.7181)  0.11
H (2.2100, 3.6325, 2.9675)  0.11
H (0.9926, 3.1734, 0.8061)  0.10
C (2.2839, -3.0807, 2.1718)  -0.10
C (0.9699, -2.5065, 2.7754)  -0.20
C (-0.2899, -2.5802, 1.7973)  -0.14
C (-0.1622, -1.9189, 0.5112)  -0.16
N (-0.0203, -1.5082, -0.5452)  0.17
H (3.0745, -2.7930, 2.8648)  0.07
H (2.5199, -2.6428, 1.2020)  0.05
H (2.3265, -4.1377, 1.9093)  0.07
H (0.9712, -1.4861, 3.1585)  0.10
H (0.7987, -3.0561, 3.7010)  0.10
H (-1.1149, -2.1072, 2.3300)  0.11
H (-0.6827, -3.5745, 1.5848)  0.12

lowest unoccupied orbital energy: -0.6 eV
DFT total energy: -4637.51475 hartree
frontier orbital gap: 9.48 eV
multiplicity: 1


Here is C60H48N4O2P3ReSi as an isolated structure from OMol25. Energies are from wB97M-V/def2-TZVPD.

Each line ends with the Mulliken spin population.
Element x y z (Å)
Re (-0.5536, -0.4013, 0.6273)  2.23
C (-1.5295, -0.7873, 6.5695)  0.00
C (-0.8403, 0.4055, 6.4334)  0.00
C (-0.1266, 0.6762, 5.2700)  0.00
C (-0.1042, -0.2412, 4.2208)  -0.03
C (-0.7852, -1.4528, 4.3784)  0.00
C (-1.4915, -1.7205, 5.5401)  0.00
P (0.8326, 0.0534, 2.6609)  0.12
C (1.5854, 1.6868, 2.8972)  -0.01
C (2.9641, 1.8387, 2.9937)  0.00
C (3.5061, 3.0982, 3.2134)  0.00
C (2.6788, 4.2047, 3.3393)  0.00
C (1.3008, 4.0580, 3.2306)  0.00
C (0.7584, 2.8047, 3.0007)  0.03
C (2.1645, -1.1638, 2.6830)  0.04
C (2.6817, -1.5974, 3.9042)  0.00
C (3.6784, -2.5551, 3.9241)  0.00
C (4.1291, -3.0893, 2.7235)  0.00
C (3.6107, -2.6521, 1.5139)  0.00
C (2.6331, -1.6512, 1.4551)  -0.04
Si (1.8158, -0.9472, -0.1208)  0.07
C (2.4818, -1.6881, -1.7403)  0.03
C (3.8502, -1.9759, -1.7185)  0.00
C (4.5154, -2.5276, -2.8066)  0.00
C (3.8167, -2.8000, -3.9644)  0.00
C (2.4630, -2.4999, -4.0303)  0.00
C (1.7812, -1.9592, -2.9424)  -0.04
P (0.0725, -1.3379, -3.1324)  0.07
C (-0.3425, -1.4511, -4.9030)  0.02
C (-0.6984, -0.2871, -5.5727)  0.00
C (-1.1124, -0.3309, -6.8990)  0.00
C (-1.1777, -1.5459, -7.5613)  0.00
C (-0.8434, -2.7201, -6.8946)  0.00
C (-0.4401, -2.6731, -5.5715)  0.00
C (-1.1219, -2.5465, -2.4926)  0.00
C (-2.2913, -1.7847, -1.9935)  0.04
C (-3.4544, -3.3198, -0.0970)  0.03
C (-2.8691, -4.5972, -0.6687)  0.00
C (-1.9007, -4.7911, -1.5780)  0.00
C (-0.9767, -3.8504, -2.2591)  0.02
C (2.5350, 0.8435, -0.1068)  0.06
C (3.9219, 1.0397, -0.0162)  0.00
C (4.4845, 2.3022, -0.0254)  0.00
C (3.6736, 3.4261, -0.1558)  0.00
C (2.3059, 3.2724, -0.2625)  0.00
C (1.7419, 1.9930, -0.1994)  -0.07
P (-0.0205, 1.7264, -0.5225)  0.01
C (-1.1362, 2.9535, 0.2302)  0.09
C (-0.7466, 4.1561, 0.8120)  0.00
C (-1.7003, 5.0367, 1.3032)  0.00
C (-3.0508, 4.7314, 1.2102)  0.01
C (-3.4505, 3.5352, 0.6280)  0.00
C (-2.4979, 2.6486, 0.1508)  0.00
C (-0.0973, 2.2048, -2.3072)  0.05
C (-1.2208, 2.8110, -2.8571)  -0.01
C (-1.1582, 3.4066, -4.1132)  0.00
C (0.0317, 3.4187, -4.8199)  0.00
C (1.1507, 2.7838, -4.2921)  0.01
C (1.0832, 2.1684, -3.0551)  -0.02
H (-2.0759, -0.9998, 7.4790)  0.00
H (-0.8389, 1.1287, 7.2381)  0.00
H (0.4270, 1.6000, 5.2110)  0.00
H (-0.7676, -2.1916, 3.5916)  0.00
H (-2.0044, -2.6679, 5.6445)  0.00
H (3.6176, 0.9808, 2.8973)  0.00
H (4.5795, 3.2113, 3.2879)  0.00
H (3.1063, 5.1823, 3.5185)  0.00
H (0.6504, 4.9178, 3.3261)  0.00
H (-0.3177, 2.6970, 2.9136)  0.00
H (2.2891, -1.2057, 4.8346)  0.00
H (4.0805, -2.9031, 4.8660)  0.00
H (4.8827, -3.8664, 2.7294)  0.00
H (3.9500, -3.1365, 0.6106)  0.00
H (4.4413, -1.7387, -0.8467)  0.00
H (5.5771, -2.7288, -2.7441)  0.00
H (4.3203, -3.2262, -4.8220)  0.00
H (1.9335, -2.6656, -4.9583)  0.00
H (-0.6715, 0.6555, -5.0489)  0.00
H (-1.3949, 0.5820, -7.4069)  0.00
H (-1.5117, -1.5866, -8.5897)  0.00
H (-0.9151, -3.6727, -7.4025)  0.00
H (-0.2139, -3.5965, -5.0503)  0.00
H (-2.9112, -1.1853, -2.6479)  0.01
H (-3.3352, -3.3170, 0.9898)  0.01
H (-3.3629, -5.4759, -0.2650)  0.00
H (-1.6983, -5.8286, -1.8205)  0.00
H (-0.0535, -4.3120, -2.5991)  0.00
H (4.5791, 0.1850, 0.0780)  0.00
H (5.5581, 2.4165, 0.0544)  0.00
H (4.1111, 4.4150, -0.1944)  0.00
H (1.6912, 4.1431, -0.4423)  0.00
H (0.2975, 4.4111, 0.9024)  0.00
H (-1.3847, 5.9700, 1.7511)  0.00
H (-3.7904, 5.4266, 1.5846)  0.00
H (-4.5021, 3.2969, 0.5344)  0.00
H (-2.8257, 1.7166, -0.2995)  0.00
H (-2.1519, 2.8640, -2.3118)  0.00
H (-2.0412, 3.8804, -4.5203)  0.00
H (0.0876, 3.9073, -5.7837)  0.00
H (2.0790, 2.7628, -4.8472)  0.00
H (1.9719, 1.6894, -2.6623)  0.00
O (0.8022, -3.2879, 0.1667)  0.02
C (-0.0545, -3.3133, 1.0232)  0.03
O (-0.6957, -2.2650, 1.4707)  0.11
H (-0.2853, -4.2415, 1.5540)  -0.01
C (-5.6085, 0.1380, 2.8615)  0.00
C (-4.2737, 0.3418, 3.5893)  0.00
C (-3.1410, 0.2465, 2.6665)  0.13
N (-2.2684, 0.1872, 1.9284)  -0.11
H (-6.4197, 0.2478, 3.5775)  0.00
H (-5.6666, -0.8539, 2.4163)  0.00
H (-5.7406, 0.8757, 2.0720)  0.00
H (-4.1132, -0.4143, 4.3602)  0.00
H (-4.2133, 1.3182, 4.0728)  0.00
N (-2.0047, -1.1669, -0.6065)  0.04
C (-2.7532, -2.1948, -0.6984)  0.00
N (-4.8747, -3.0944, -0.3746)  0.06
C (-5.1759, -2.5587, -1.5482)  -0.01
N (-5.4853, -2.0386, -2.5443)  0.01

relative energy (zero: lowest compared OMol25 entry of this formula, charge and spin): 445.30 kJ/mol
lowest unoccupied orbital energy (spin up / spin down): -2.4 / -4.4 eV
DFT total energy: -4076.25917 hartree
frontier orbital gap (spin up / spin down): 6.49 / 4.36 eV
net charge: +1
multiplicity: 4


Here is C6H5IrN2O6 as an isolated structure at a distorted geometry from OMol25. Energies are from wB97M-V/def2-TZVPD.

Each line ends with the Mulliken spin population.
Element x y z (Å)
O (-0.8918, 3.1534, 0.3790)  0.07
C (-1.1003, 2.0742, 0.0503)  0.14
Ir (-1.4178, 0.1858, -0.5704)  2.03
O (-1.0516, -0.9452, 2.3258)  0.03
C (-1.2414, -0.5233, 1.2703)  0.15
C (-1.0098, -1.5920, -1.3644)  0.16
O (-0.7586, -2.6024, -1.8617)  0.08
C (-1.1990, 0.8488, -2.5361)  0.31
O (-1.2108, 0.2544, -3.5794)  0.66
C (-3.3429, 0.1873, -0.7361)  0.10
O (-4.4929, 0.1971, -0.8547)  0.10
H (-1.0281, 1.9792, -2.4536)  0.13
N (2.6435, -1.4546, 0.8142)  0.62
C (1.9827, -0.2665, 0.8948)  -0.04
N (2.1580, 0.4077, 2.0670)  0.56
O (1.2076, 0.1241, -0.0037)  -0.04
H (3.3994, -1.6356, 1.4596)  -0.02
H (2.6633, -1.8841, -0.0970)  -0.02
H (1.7703, 1.3360, 2.1129)  -0.02
H (2.9203, 0.1556, 2.6829)  -0.02

relative energy (zero: lowest compared OMol25 entry of this formula, charge and spin): 0.00 kJ/mol
lowest unoccupied orbital energy (spin up / spin down): -11.6 / -17.0 eV
DFT total energy: -895.41405 hartree
frontier orbital gap (spin up / spin down): 6.04 / 6.31 eV
net charge: +3
multiplicity: 6